{"formula": "C5H9NO", "method": "ωB97M-V/def2-TZVPD", "largest_force_ev_per_a": 0.574, "smiles": "C/C(O)=C1/CN1C", "homo_energy_ev": -8.03, "lumo_ev": 0.834, "e_above_lowest_kcal_mol": 69.6, "elements": ["C", "N", "C", "C", "C", "O", "C", "H", "H", "H", "H", "H", "H", "H", "H", "H"], "coordinates": [[1.413263, 0.424364, -1.534571], [1.335479, 0.199158, -0.091981], [1.333537, -1.232819, 0.291372], [0.145338, -0.403572, 0.354668], [-1.113409, -0.122762, 0.661383], [-2.004035, -1.062854, 1.115838], [-1.722494, 1.247528, 0.622325], [2.462717, 0.479450, -1.845542], [0.931458, 1.374245, -1.784925], [0.904430, -0.372375, -2.101580], [1.427669, -1.951033, -0.525165], [1.902556, -1.470570, 1.192501], [-1.565711, -1.927966, 1.083870], [-2.583299, 1.246165, 1.301305], [-0.997463, 1.998718, 0.967283], [-2.088479, 1.527414, -0.376339]], "forces_ev_per_a": [[-0.033, 0.101, -0.187], [0.008, 0.150, -0.008], [0.159, -0.357, -0.019], [-0.492, 0.187, 0.228], [0.463, 0.211, -0.139], [0.224, -0.499, 0.014], [-0.022, 0.136, -0.030], [-0.191, -0.041, 0.100], [0.078, -0.104, 0.092], [0.087, 0.104, 0.063], [0.003, 0.072, 0.139], [-0.196, 0.037, -0.214], [-0.205, 0.236, 0.054], [0.199, 0.076, -0.129], [-0.219, -0.205, -0.211], [0.137, -0.104, 0.249]], "nbo_charge": [-0.417, -0.385, -0.274, -0.015, 0.294, -0.677, -0.663, 0.200, 0.202, 0.171, 0.192, 0.209, 0.479, 0.232, 0.229, 0.222]}